# C43H105N3O11

A cluster of 11 separate species, C43H105N3O11 in total at a distorted geometry (the ωB97M-V functional and the def2-TZVPD basis, the OMol25 dataset).

Each line ends with the Löwdin charge.
Positions of all 162 atoms, in Å:
O 1.26865 5.00932 5.02633  -0.099
O -4.37425 0.47290 0.79776  -0.011
O 1.77425 -6.28475 -2.71795  -0.067
O -1.29772 3.06402 2.93730  -0.082
O 0.45777 -4.00816 -1.05021  -0.026
O 3.68546 7.32421 -2.99236  -0.009
O 3.86420 -8.82067 2.50352  -0.073
O -1.72044 -4.34446 0.91115  -0.103
O -0.46240 -1.85111 -6.43159  -0.090
O -1.38210 -2.81780 5.97197  -0.104
O -4.99853 -3.75463 -1.03279  -0.073
N 1.03129 -2.96046 -0.25681  -0.091
N 3.91799 6.48796 -1.82720  -0.084
N -4.57348 1.72855 0.21686  -0.124
C 4.11481 4.25342 -0.95116  -0.152
C 2.47371 4.65772 -2.72702  -0.023
C -4.45573 1.71655 -1.24931  -0.474
C 3.41962 7.10113 -0.61949  -0.549
C -0.25644 -3.69615 5.62374  -0.275
C -3.16073 1.00841 -1.55760  -0.044
C -4.47253 3.18054 -1.77567  -0.137
C 4.19754 8.37254 -0.38435  -0.047
C -0.62044 -3.36781 -4.54198  -0.085
C 2.43273 -2.27453 1.57845  -0.124
C -0.84765 -1.95855 -5.02728  -0.297
C 1.53331 -1.34066 -2.03573  -0.027
C -5.45059 3.94887 0.31882  -0.136
C -5.66956 0.98604 -1.89222  -0.025
C 1.90772 7.34394 -0.58623  -0.009
C -4.38013 -2.23046 -2.79194  -0.095
C 3.30024 -7.52971 2.54917  -0.352
C 0.74223 -1.64750 -0.76553  -0.523
C 3.39047 4.76654 0.28382  -0.173
C -5.57393 4.04029 -1.19075  -0.175
C -2.57471 -6.37749 1.61823  -0.092
C 1.99472 -6.15932 -4.07562  -0.349
C -5.49892 2.54218 0.94000  -0.552
C -0.30970 4.68510 1.37610  -0.076
C 1.84928 -4.62810 1.25079  -0.025
C -4.19250 -2.60605 -1.35624  -0.311
C -5.03890 2.69286 2.38867  -0.018
C 0.80956 -2.87359 4.91446  -0.090
C -6.87571 1.95109 0.93611  -0.027
C 2.16292 -3.32287 0.54173  -0.543
C 3.84922 5.12698 -2.14906  -0.549
C -2.13375 -5.61078 0.44195  -0.341
C 3.40079 -3.55641 -0.32747  -0.009
C 3.82139 6.19028 0.50779  -0.155
C 2.33968 -0.82636 1.06987  -0.150
C 1.05687 -0.59803 0.26069  -0.136
C -1.48919 3.80857 1.73551  -0.316
C 2.25153 2.76281 4.88244  -0.081
C 3.11679 -5.19535 -4.36319  -0.089
C 1.16966 3.61709 5.48998  -0.286
C 3.77195 -6.74074 3.73352  -0.092
C 4.93965 4.78785 -3.18103  -0.033
C -0.74020 -1.54341 -1.07326  -0.015
H -3.14945 -2.65976 -1.01668  0.084
H 4.12707 -4.19855 0.19688  0.089
H 4.07935 -5.59439 -3.99513  0.079
H -1.14682 -3.52414 -3.60498  0.067
H -1.30284 -2.08639 -0.31156  0.079
H 0.23945 -0.48572 0.98360  0.128
H -0.64722 5.39656 0.61819  0.078
H -4.06950 3.20095 2.43876  0.059
H 4.53350 7.36802 -3.45517  0.096
H -1.25977 -6.07060 -0.03734  0.116
H 3.84275 9.00047 0.43768  0.091
H 2.56925 -0.98729 -1.98299  0.081
H -2.07802 -2.94168 5.32519  0.067
H 1.57546 7.55632 0.42971  0.087
H 1.79419 4.19908 -2.00245  0.072
H 5.92210 4.89335 -2.69221  0.089
H -0.51173 -0.93673 -6.71400  0.070
H 2.22451 -7.70958 2.60732  0.118
H -6.25040 4.54518 0.80594  0.127
H -2.88201 -5.43702 -0.33460  0.105
H -0.94726 -4.06503 0.39897  0.029
H 0.96363 -4.54703 1.88165  0.092
H -5.73258 3.32492 2.94012  0.093
H 0.04218 -4.15582 6.56275  0.105
H 3.30523 -5.08414 -5.43670  0.081
H 1.18363 0.35150 -0.26837  0.123
H -5.46294 5.08395 -1.47087  0.113
H 4.92297 6.18334 0.54098  0.127
H 3.79835 3.24442 -1.20409  0.119
H 1.13025 -4.25866 -1.72905  0.083
H -4.84712 1.71481 2.82753  0.085
H -4.20560 -3.07901 -3.46172  0.081
H 3.40123 -5.72228 3.85775  0.056
H 1.15702 5.59208 5.78270  0.072
H 3.42650 -2.46774 1.98643  0.132
H 5.18466 4.13841 -0.71217  0.126
H -6.00440 0.12312 -1.32017  0.084
H -7.62340 2.62802 1.35915  0.091
H 3.48309 -7.01000 1.60430  0.095
H -3.73076 -1.42899 -3.16617  0.052
H 1.38051 6.46628 -0.96636  0.067
H -6.88024 0.99341 1.45190  0.092
H -1.90151 -1.66402 -4.91600  0.103
H -0.68310 -4.46338 4.96308  0.106
H -4.83855 -3.94621 -0.09982  0.077
H 4.92071 5.36158 -4.10368  0.077
H -3.54604 0.58099 1.28947  0.113
H -3.47860 3.65032 -1.69219  0.121
H 0.19805 3.31526 5.07726  0.083
H 3.15349 -0.60060 0.36936  0.104
H 3.22174 3.01169 5.31737  0.077
H -2.90829 -7.38086 1.34950  0.079
H -6.52694 3.65325 -1.54613  0.102
H -2.43696 4.35319 1.70308  0.087
H 2.29822 4.75446 0.17618  0.075
H 2.02881 1.70694 5.00473  0.074
H 5.28408 8.27772 -0.41736  0.089
H -6.49819 1.65957 -2.08253  0.064
H -1.58180 3.02244 0.97502  0.105
H -1.05927 -4.04010 -5.29025  0.087
H 3.52541 6.60464 1.47441  0.130
H 4.88539 3.72317 -3.41246  0.084
H 2.36832 -6.95764 -2.37391  0.099
H 4.87264 -6.69257 3.72632  0.080
H 3.60545 4.07082 1.10185  0.117
H 2.57151 3.94218 -3.54927  0.076
H 1.20553 -2.15631 5.63468  0.077
H 4.78458 -8.73787 2.22616  0.085
H 0.44035 -3.61277 -4.49786  0.055
H -4.55645 -1.73378 -0.76635  0.096
H 1.96591 5.50712 -3.21277  0.082
H -0.99553 -1.95061 -2.04756  0.070
H 2.25363 -7.13078 -4.51126  0.118
H 3.52332 -7.23198 4.68358  0.081
H -1.04199 -0.50518 -0.99527  0.065
H 1.59076 -3.50178 4.47615  0.059
H 0.57377 4.13342 1.07139  0.055
H 1.13869 -0.45104 -2.56787  0.088
H 1.07816 -5.84759 -4.56899  0.100
H -5.35690 -1.78404 -2.98930  0.070
H 1.11266 3.52950 6.57548  0.114
H -3.40989 -5.86220 2.10096  0.078
H 0.36432 -2.34136 4.07470  0.063
H -4.58934 3.14608 -2.87375  0.123
H 1.47552 -2.13918 -2.78624  0.068
H -1.77131 -6.43985 2.34890  0.073
H -3.40716 -0.06001 -1.42429  0.047
H -0.20228 -1.25416 -4.47635  0.095
H 0.03932 5.26610 2.24499  0.081
H 3.01595 -4.24441 -3.83770  0.059
H 4.03352 9.06689 -1.24064  0.086
H 3.14621 -4.21666 -1.16985  0.071
H 1.69250 -5.43386 0.52771  0.088
H -5.35007 0.64893 -2.89053  0.083
H 1.64038 8.19297 -1.21998  0.087
H -7.21703 1.79102 -0.08984  0.067
H 3.87897 -2.62389 -0.60783  0.078
H 1.66221 -2.31907 2.35069  0.093
H -2.83267 0.90998 -2.60006  0.099
H 2.30576 3.00641 3.81784  0.069
H 2.35214 -0.17777 1.94114  0.108
H 2.71252 -4.94486 1.83308  0.057
H -4.57456 4.51097 0.66607  0.107
H -0.85562 3.62210 3.58764  0.044
H -2.35100 1.17125 -0.86131  0.069

**Energy relative to the best compared isomer or geometry (same formula, charge and spin)**: 21.8 kcal/mol
**Charge**: 0
**Lowest unoccupied orbital energy**: 0.305 eV
**SMILES string**: CC1(C)CCCC(C)(C)N1O.CC1(C)CCCC(C)(C)N1O.CC1(C)CCCC(C)(C)N1O.CCO.CCO.CCO.CCO.CCO.CCO.CCO.CCO